The following is a quantum chemistry calculation of C19H35AsN2SSi3Tl as an isolated structure, from OMol25.

Geometry as ORCA input:
```
! wB97M-V def2-TZVPD RIJCOSX def2/J DEFGRID3
* xyz 1 1
H -1.858 -1.027 -4.745
H 1.352 -1.310 -4.643
H -2.058 2.827 -4.552
C 1.115 -2.167 -4.009
H -2.833 -1.611 -3.394
C 3.379 0.099 -2.405
C -2.895 -1.012 2.242
C 2.425 -1.416 0.094
H -0.701 -4.214 -2.226
H -1.864 1.095 -4.782
Si -0.356 -1.828 -2.887
Si 2.152 0.113 -0.975
Si -0.373 1.971 -2.951
C 1.097 2.287 -4.082
H 1.343 1.412 -4.686
H 1.980 2.561 -3.504
H 2.002 -2.412 -3.423
C -2.796 -1.048 3.621
C -2.475 0.124 4.293
H -1.500 3.323 -1.171
As -0.195 0.096 -1.494
H 3.281 -0.792 -3.024
H 0.903 -3.017 -4.660
C 2.410 1.677 0.050
H 0.012 1.872 6.172
C -0.580 -3.272 -1.686
H -2.232 2.104 1.570
H 2.284 -2.333 -0.482
H 4.391 0.110 -1.995
C -1.918 -1.785 -3.963
H 3.442 -1.432 0.493
H 2.260 2.575 -0.552
C -0.613 3.452 -1.799
H -0.740 4.374 -2.369
H -2.966 -1.969 4.162
C -2.395 1.221 2.179
Tl -3.272 0.092 -1.051
N 2.138 -0.729 6.335
H 1.716 1.708 0.892
H 0.244 3.586 -1.136
S -2.337 0.142 6.074
H -2.848 1.714 -3.453
H 2.439 1.301 6.317
C 1.251 -1.717 6.312
N -2.701 0.098 1.528
C -1.932 1.877 -4.026
H -2.034 2.217 4.045
H 3.426 1.713 0.448
C -0.120 -1.509 6.230
C 0.338 0.842 6.201
C -2.277 1.285 3.556
C -0.573 -0.201 6.166
H 1.731 -1.432 0.937
H 1.654 -2.722 6.367
H -1.464 -3.131 -1.059
H 3.273 0.971 -3.050
H 0.877 3.113 -4.762
H -0.810 -2.341 6.224
H -2.035 -2.752 -4.456
H 0.281 -3.378 -1.023
H -3.135 -1.911 1.684
C 1.688 0.519 6.284
*
```

## Properties
E = -123249.381 eV
HOMO energy = -11.45 eV

Atom charges from the Mulliken analysis, given in e for atoms 1 to 4: atom 1 (H): 0.2561, atom 2 (H): 0.3015, atom 3 (H): 0.3785, atom 4 (C): -1.0844